No. 1
40
Properties=species:S:1:pos:R:3:mulliken_charge:R:1 method="wB97M-V/def2-TZVPD" homo_ev=-8.978 total_energy_ha=-1759.34431 relative_energy_kj_mol=6.5 total_charge=0 smiles="CCOc1cc(S(=O)(=O)Nc2ccccc2CC)ccc1Cl"
C 1.5966 2.6366 -0.1762 -0.254
C 1.2633 2.7994 -1.6544 -0.602
O 1.7502 1.7260 -2.4436 -0.496
C 1.0765 0.5627 -2.4878 0.151
C -0.1094 0.2759 -1.8179 -0.111
C -0.7109 -0.9554 -1.9833 -0.361
S -2.1656 -1.2988 -0.9960 1.239
O -2.7565 -0.0546 -0.6103 -0.696
O -2.9757 -2.2892 -1.6349 -0.729
N -1.5205 -2.0508 0.3648 -0.217
C -0.4508 -1.3805 1.0064 -0.144
C 0.8620 -1.6915 0.6740 -0.396
C 1.9151 -1.0281 1.2766 -0.704
C 1.6495 -0.0432 2.2106 -0.855
C 0.3409 0.2564 2.5519 -0.414
C -0.7332 -0.4044 1.9688 0.666
C -2.1612 -0.1350 2.3461 -0.054
C -2.3543 0.6247 3.6528 -1.625
C -0.1784 -1.9371 -2.7902 -0.458
C 1.0064 -1.6725 -3.4605 -0.653
C 1.6243 -0.4457 -3.3029 0.401
Cl 3.0990 -0.1156 -4.1231 -0.204
H 1.1062 1.7631 0.2462 -0.321
H 2.6703 2.5207 -0.0517 0.291
H 1.2724 3.5195 0.3672 0.405
H 1.7761 3.6769 -2.0578 0.356
H 0.1852 2.9250 -1.8038 0.374
H -0.6000 0.9863 -1.1741 0.639
H -1.2955 -3.0003 0.1019 0.495
H 1.0540 -2.4638 -0.0584 0.410
H 2.9315 -1.2771 1.0132 0.406
H 2.4617 0.4890 2.6827 0.431
H 0.1584 1.0165 3.2942 0.320
H -2.6719 -1.0996 2.4019 0.431
H -2.6364 0.4129 1.5293 0.190
H -1.9894 1.6463 3.5753 0.349
H -3.4139 0.6674 3.8924 0.424
H -1.8381 0.1275 4.4716 0.393
H -0.6936 -2.8776 -2.8974 0.466
H 1.4559 -2.4120 -4.1037 0.458



No. 2
16
Properties=species:S:1:pos:R:3:mulliken_charge:R:1 method="wB97M-V/def2-TZVPD" homo_ev=-8.767 total_energy_ha=-362.96024 relative_energy_kj_mol=329.0 total_charge=0 smiles="CCO/C(C)=N/O"
C 2.7212 -0.1559 0.1028 -0.955
C 1.2851 -0.6584 -0.1451 -0.433
O 0.3581 0.5036 0.0326 -0.319
C -0.9387 0.2535 0.0701 0.706
C -1.6903 1.4699 -0.0358 -0.814
N -1.4324 -0.9518 0.0876 -0.484
O -2.8404 -0.9581 0.0743 -0.439
H 2.7252 0.2141 1.2104 0.237
H 3.1432 0.6326 -0.5606 0.305
H 3.3063 -1.1387 -0.0427 0.309
H 1.1081 -1.2342 -1.0610 0.375
H 1.0246 -1.3588 0.5932 0.349
H -2.3870 1.6575 0.8403 0.255
H -0.9221 2.2407 -0.0979 0.304
H -2.3407 1.3424 -0.9239 0.254
H -3.1201 -1.8585 -0.1442 0.351



No. 3
15
Properties=species:S:1:pos:R:3:mulliken_charge:R:1 method="wB97M-V/def2-TZVPD" homo_ev=-8.908 total_energy_ha=-1056.60502 relative_energy_kj_mol=377.8 total_charge=0
C 4.4085 -1.1014 0.1330 -0.283
C 3.8181 -0.0520 0.0246 -0.112
C -1.2289 2.4570 0.0427 -0.559
C 1.2107 -2.1321 0.4424 -0.636
O 0.0187 1.8698 0.1731 -0.139
O 0.6716 -0.8900 0.1823 -0.153
Si 0.7508 0.6052 -0.5028 0.220
Cl 2.6553 1.2425 -0.0942 0.110
H -1.3383 3.1146 -0.8640 0.259
H -1.2064 3.0621 0.9606 0.231
H -2.0324 1.6840 0.1221 0.268
H 1.8906 -2.5345 -0.2501 0.348
H 0.2939 -2.7702 0.4882 0.217
H 1.7277 -1.9855 1.4167 0.297
H 0.4322 0.6068 -2.0133 -0.067



Values of HOMO-LUMO gap, in order: 0.3472; 0.3586; 0.3384, all in Eh.
Values of max |F|, in order: 0.909; 3.263; 4.963, all in eV/Å.